A 2-piece molecular cluster, C4H12S3 overall. Source: the Open Molecules 2025 dataset; level of theory: ωB97M-V with the def2-TZVPD basis set.

```
19
Properties=species:S:1:pos:R:3:lowdin_charge:R:1
C 1.318 -1.470 -1.237 -0.182
C -0.048 -0.881 -1.540 -0.681
S -0.821 -1.804 -2.893 0.424
S -2.656 -0.794 -2.790 0.309
H 1.958 -1.469 -2.121 0.070
H 1.228 -2.505 -0.912 0.070
H 1.801 -0.885 -0.456 0.053
H 0.023 0.173 -1.798 0.052
H -0.701 -0.986 -0.676 0.043
H -3.293 -1.675 -3.573 -0.207
C -0.372 0.410 2.218 -0.192
C 0.225 1.804 2.234 -0.605
S 1.021 2.102 0.613 0.680
H 0.410 -0.326 2.041 0.065
H -1.156 0.312 1.472 0.063
H -0.813 0.173 3.183 0.071
H -0.523 2.579 2.375 0.062
H 0.975 1.883 3.015 0.062
H 1.423 3.358 0.846 -0.158
```

**Structure (SMILES)**: CCSS.CCS
**HOMO-LUMO gap**: 8.64 eV
**Net charge**: 0

C4H12Si4 as an isolated structure in a non-equilibrium geometry. Source: the Open Molecules 2025 dataset; level of theory: ωB97M-V with the def2-TZVPD basis set.

```
20
Properties=species:S:1:pos:R:3:lowdin_charge:R:1
C 0.108 -0.752 -0.683 -0.415
C 0.543 0.545 -0.576 -0.400
C -0.564 -0.555 0.730 -0.431
C -0.060 0.672 0.893 -0.430
Si 0.463 -1.999 -2.102 0.625
Si 1.493 1.923 -1.463 0.627
Si -1.626 -1.935 1.437 0.647
Si -0.369 1.972 2.170 0.638
H 1.486 -3.198 -1.764 -0.062
H 0.900 -0.786 -3.084 -0.036
H -0.821 -2.756 -2.620 -0.077
H 0.714 2.067 -2.695 -0.079
H 2.895 1.337 -1.607 -0.062
H 1.726 3.205 -0.865 -0.100
H -1.867 -1.382 2.742 -0.101
H -0.916 -3.188 1.337 -0.079
H -3.059 -2.098 0.936 -0.067
H 0.904 2.559 2.835 -0.067
H -1.214 1.441 3.273 -0.068
H -0.736 2.927 1.107 -0.065
```

**HOMO-LUMO gap**: 7.53 eV
**Net charge**: 0

C4H13IN3O as an isolated structure in a non-equilibrium geometry. Source: the Open Molecules 2025 dataset; level of theory: ωB97M-V with the def2-TZVPD basis set.

```
22
Properties=species:S:1:pos:R:3:lowdin_charge:R:1
C -0.320 2.610 0.310 -0.115
C 0.235 -2.983 -0.690 0.036
C 0.609 1.764 -0.569 -0.261
C 0.613 -0.740 -1.157 -0.592
N 0.017 0.382 -0.449 -0.182
N 0.366 -1.804 -0.266 -0.129
N -1.336 -0.749 2.429 -0.339
O 0.080 -0.810 -2.395 0.047
I 0.615 -0.315 2.083 1.522
H 0.142 3.710 0.373 0.137
H -1.258 2.573 -0.190 0.059
H -0.404 2.124 1.319 0.005
H 0.315 -3.135 -1.726 0.074
H 0.800 -0.868 3.665 -0.106
H -0.185 -3.751 0.050 0.122
H 0.364 2.139 -1.617 0.136
H 1.650 1.593 -0.419 0.099
H 1.780 -0.807 -1.341 0.206
H -1.952 -0.919 1.657 0.012
H -1.765 0.084 2.771 -0.008
H -0.981 0.270 -0.789 0.160
H 0.615 -0.370 -3.049 0.118
```

**HOMO-LUMO gap**: 8.65 eV
**Net charge**: +1

A 2-piece molecular cluster, C4H13N overall in a non-equilibrium geometry. Source: the Open Molecules 2025 dataset; level of theory: ωB97M-V with the def2-TZVPD basis set.

```
18
Properties=species:S:1:pos:R:3:lowdin_charge:R:1
C -0.219 -1.558 2.342 -0.229
C 0.102 -1.768 0.858 -0.239
H 0.688 -1.270 2.879 0.042
H -0.962 -0.726 2.516 0.059
H -0.642 -2.496 2.692 0.039
H 0.532 -0.861 0.415 0.028
H -0.792 -2.083 0.295 0.055
H 0.842 -2.555 0.731 0.040
C 0.716 0.735 -2.136 -0.373
N -0.301 0.729 -1.051 -0.225
C -0.430 2.004 -0.300 -0.386
H 0.995 1.739 -2.548 0.032
H 0.235 0.115 -2.914 0.029
H 1.644 0.244 -1.756 0.041
H -1.187 0.753 -1.579 0.032
H -1.047 1.985 0.582 0.019
H 0.584 2.266 0.001 0.032
H -0.759 2.746 -1.027 0.005
```

**Multiplicity**: 2
**HOMO-LUMO gap (spin up / spin down)**: 2.72 / 9.05 eV
**Net charge**: -1

An isolated ion of composition C4H13N2 and charge +1 in a non-equilibrium geometry. Source: the Open Molecules 2025 dataset; level of theory: ωB97M-V with the def2-TZVPD basis set.

```
19
Properties=species:S:1:pos:R:3:lowdin_charge:R:1
C 1.869 0.669 -1.634 -0.070
N 1.021 -0.314 -0.929 -0.146
C -0.415 -0.332 -1.070 -0.180
C -1.012 0.612 0.055 -0.121
N -0.344 0.250 1.303 -0.033
C -1.014 -0.859 2.095 0.033
H 1.248 1.468 -2.039 0.085
H 2.252 0.135 -2.501 0.086
H 2.673 1.120 -1.061 0.080
H 1.419 -1.234 -0.920 0.115
H -0.822 0.072 -1.998 0.126
H -0.804 -1.330 -0.911 0.116
H -0.854 1.648 -0.229 0.131
H -2.084 0.464 0.197 0.131
H -0.302 1.006 1.994 0.180
H 0.643 0.052 1.029 0.159
H -0.987 -1.699 1.399 0.098
H -2.068 -0.662 2.251 0.107
H -0.418 -1.066 2.969 0.105
```

**Structure (SMILES)**: CNCC[NH2+]C
**HOMO-LUMO gap**: 10.28 eV
**Net charge**: +1

A 2-piece molecular cluster, C4H13N2 overall in a non-equilibrium geometry. Source: the Open Molecules 2025 dataset; level of theory: ωB97M-V with the def2-TZVPD basis set.

```
19
Properties=species:S:1:pos:R:3:lowdin_charge:R:1
C -0.004 1.536 -1.722 0.003
C -0.694 0.504 -0.754 -0.214
C 0.158 -0.611 -0.525 0.101
C 1.191 -0.757 0.518 -0.245
N 1.740 0.392 1.176 0.054
N -1.879 -1.053 1.591 0.058
H 1.027 1.705 -1.423 0.083
H -0.613 2.432 -1.693 0.102
H 0.006 1.127 -2.732 0.093
H -1.675 0.193 -1.132 0.150
H -0.901 1.013 0.197 0.126
H 0.245 -1.314 -1.367 0.166
H 0.820 -1.502 1.245 0.152
H 1.976 -1.298 -0.030 0.156
H 1.189 1.244 1.245 0.096
H -2.364 -1.495 0.813 0.035
H 2.688 0.561 0.876 0.096
H -0.905 -1.013 1.327 -0.054
H -2.006 -1.663 2.390 0.044
```

**HOMO-LUMO gap**: 7.14 eV
**Net charge**: +1

Computed energy relative to the best compared isomer or geometry (same formula, charge and spin) (eV) in order:
0.2339 0.0000 0.9166 0.6528 1.3116 3.9332